No. 1
A structure of composition C29H23BrN6NaO6S2. Source: the Open Molecules 2025 dataset; level of theory: ωB97M-V/def2-TZVPD.

Properties
Energy: -5431.8367 Eh
Energy relative to the best compared isomer or geometry (same formula, charge and spin): 11.1 kJ/mol
Maximum force: 0.16 eV/Å
LUMO energy: 2.0891 eV
E_HOMO: -5.2984 eV

```
! wB97M-V def2-TZVPD RIJCOSX def2/J DEFGRID3
* xyz -1 1
Na 1.3842 1.2617 -0.0751
C 1.7496 -2.8462 -3.0716
O 1.1633 -1.5820 -2.8378
C -0.1919 -1.4875 -2.8179
C -1.0612 -2.5228 -3.0931
C -2.4279 -2.2699 -3.0353
Br -3.6284 -3.6955 -3.4069
C -2.9188 -1.0304 -2.7141
C -2.0336 0.0158 -2.4228
C -0.6655 -0.2093 -2.4760
O 0.2198 0.7873 -2.2322
C -2.6241 1.3208 -2.0791
N -3.7175 1.7728 -2.6471
C -3.9771 2.9678 -2.0024
C -5.0111 3.8871 -2.1876
C -5.0353 5.0026 -1.3746
C -4.0572 5.2128 -0.3861
C -3.0237 4.3184 -0.1896
C -3.0022 3.2026 -1.0222
N -2.1402 2.1364 -1.1040
H 1.5033 -3.2167 -4.0708
H 1.4210 -3.5753 -2.3250
H 2.8228 -2.6934 -2.9899
H -0.6979 -3.5075 -3.3455
H -3.9798 -0.8319 -2.6782
H 1.1499 0.4629 -2.2852
H -5.7666 3.7180 -2.9441
H -5.8269 5.7324 -1.4926
H -4.1205 6.0951 0.2383
H -2.2730 4.4573 0.5772
H -1.3635 1.9765 -0.4566
O -1.3907 1.8219 2.9858
C -0.8767 1.4582 1.9290
O -0.2916 2.1739 1.0563
C -0.9452 -0.0444 1.6134
C -1.8862 -0.8433 2.2516
C -1.9199 -2.1953 1.9646
C -0.9894 -2.7145 1.0759
C -0.0763 -1.8469 0.5024
N -0.0633 -0.5373 0.7406
H -2.5587 -0.3785 2.9581
H -2.6527 -2.8401 2.4336
H -0.9647 -3.7679 0.8306
H 0.6847 -2.2131 -0.1787
N 0.4484 -1.6934 5.6224
C 1.4215 -1.2432 4.7245
C 2.5120 -2.0464 4.3966
C 3.4332 -1.6285 3.4485
C 3.2755 -0.4026 2.8242
C 2.2050 0.4148 3.1662
C 1.2787 -0.0018 4.1018
S 4.4549 0.1139 1.6126
O 5.3425 -1.0036 1.3526
O 5.0624 1.3308 2.0921
N 3.4903 0.3981 0.3719
C 3.8492 0.1550 -0.8932
S 5.3112 -0.6554 -1.4414
C 4.7959 -0.4468 -3.0825
C 3.5998 0.1720 -3.1117
N 3.0540 0.5126 -1.8978
H 0.7884 -2.3307 6.3247
H -0.1149 -0.9588 6.0213
H 2.6261 -3.0147 4.8713
H 4.2676 -2.2585 3.1706
H 2.0845 1.3881 2.7063
H 0.4298 0.6323 4.3308
H 5.3933 -0.7787 -3.9149
H 3.0509 0.4132 -4.0119
*
```



No. 2
A structure of composition C29H23Cl2ErN4O6Se2. Source: the Open Molecules 2025 dataset; level of theory: ωB97M-V/def2-TZVPD.

Properties
Energy: -8527.8840 Eh
Energy relative to the best compared isomer or geometry (same formula, charge and spin): 29.1 kJ/mol
Maximum force: 2.75 eV/Å
<S²>: 3.7525
LUMO energy (alpha / beta): -0.4648 / -0.4613 eV
E_HOMO (alpha / beta): -8.2249 / -8.2273 eV

```
! wB97M-V def2-TZVPD RIJCOSX def2/J DEFGRID3
* xyz 0 4
Er 0.6869 -0.2398 -0.1599
Cl -2.9090 -3.2215 2.2230
C -1.2485 -3.6283 2.0330
C -0.8161 -4.8686 2.5872
C 0.4588 -5.2763 2.4594
Cl 0.9468 -6.8053 3.1118
C 1.4444 -4.4093 1.9222
C 2.7939 -4.7326 1.8021
C 3.6292 -3.8562 1.1805
C 3.1942 -2.6028 0.8259
N 1.9309 -2.2864 0.8831
C 1.0018 -3.1756 1.3898
C -0.3731 -2.7446 1.4083
O -0.6798 -1.5909 0.8479
H -1.5417 -5.4198 3.1310
H 3.1553 -5.6888 2.1519
H 4.6355 -4.1086 1.0170
H 3.7565 -1.8365 0.3848
O -3.7221 -0.3623 0.9942
C -3.2762 0.9246 1.3551
C -2.8109 1.1065 2.7773
C -1.3566 0.6009 3.0340
C -0.3863 1.6777 2.7571
C -0.3578 2.8378 3.4512
C 0.4991 3.8805 3.1889
C 1.3593 3.6831 2.1033
C 1.3736 2.4485 1.4761
N 0.4996 1.4691 1.7497
H -3.0333 -1.0068 1.1949
H -4.1245 1.5604 1.2720
H -2.4776 1.2253 0.6713
H -3.5336 0.5579 3.4994
H -2.8880 2.1491 3.0041
H -1.2361 -0.3076 2.3078
H -1.3126 0.3003 4.0631
H -1.0760 2.9401 4.2193
H 0.4818 4.8600 3.6710
H 2.0179 4.3987 1.6959
H 1.9556 2.2969 0.5834
Se -2.1148 -0.5759 -1.8856
Se -3.3109 1.1016 -3.1351
C -2.1633 2.5661 -2.5122
C -1.1959 3.1187 -3.3261
C -0.4324 4.1016 -2.6954
C -0.6730 4.4312 -1.3734
C -1.6239 3.7437 -0.6821
N -2.3489 2.8161 -1.2742
C -0.7898 -1.0368 -3.1906
C -0.8932 -1.2120 -4.5364
C 0.2331 -1.7042 -5.2533
C 1.3928 -1.9770 -4.5800
C 1.4149 -1.7681 -3.2184
N 0.3570 -1.3393 -2.5204
H -1.0145 2.8085 -4.3497
H 0.4348 4.4930 -3.1577
H -0.0944 5.2297 -0.9315
H -1.8910 3.9785 0.3328
H -1.8866 -1.1277 -5.0768
H 0.0754 -1.8809 -6.3015
H 2.2382 -2.2483 -5.1857
H 2.2915 -1.9643 -2.6029
O 4.2877 0.9141 -2.0690
C 3.1874 0.8263 -1.6535
O 2.8357 -0.0679 -0.7204
C 2.0097 1.7927 -2.0626
O 2.1274 2.6787 -2.8783
O 0.8857 1.5529 -1.4282
*
```



No. 3
A structure of composition C29H23GeN3O2W. Source: the Open Molecules 2025 dataset; level of theory: ωB97M-V/def2-TZVPD.

Properties
Energy: -3576.6171 Eh
Energy relative to the best compared isomer or geometry (same formula, charge and spin): 56.2 kJ/mol
Maximum force: 2.62 eV/Å
<S²>: 0.7978
LUMO energy (alpha / beta): -10.2646 / -12.7565 eV
E_HOMO (alpha / beta): -16.9699 / -16.4404 eV

```
! wB97M-V def2-TZVPD RIJCOSX def2/J DEFGRID3
* xyz 3 2
W 0.1679 -1.2021 -0.0608
O 0.3813 -5.2142 -0.7211
C 0.5339 -4.1173 -0.3064
N -0.3495 -3.0049 -0.5159
C -1.6071 -3.1957 -1.1932
O -1.8298 -4.0096 -2.0221
C -2.5736 -2.1604 -0.7136
C -3.9229 -2.2859 -0.9273
C -4.7675 -1.3277 -0.3747
C -4.2100 -0.2796 0.3455
C -2.8403 -0.1999 0.4798
N -2.0080 -1.1322 -0.0338
C 1.6681 -3.6807 0.5677
C 2.6255 -4.5557 1.0130
C 3.6294 -4.0687 1.8463
C 3.6282 -2.7235 2.1931
C 2.6360 -1.8999 1.7045
N 1.6584 -2.3659 0.8992
H -4.2911 -3.1307 -1.4949
H -5.8401 -1.4035 -0.5002
H -4.8270 0.4860 0.7951
H -2.3946 0.6468 0.9841
H 2.5703 -5.5936 0.7102
H 4.3991 -4.7315 2.2209
H 4.3911 -2.3094 2.8377
H 2.6175 -0.8461 1.9461
C 0.4103 0.3464 3.8145
Ge 0.0293 0.6661 1.9488
C 1.0454 -0.7200 -1.7522
C 1.8012 0.3398 -1.2326
C 2.8968 0.8181 -1.9434
C 3.1868 0.2218 -3.1643
C 2.4187 -0.8367 -3.6863
C 1.3388 -1.3257 -2.9928
C -0.3922 2.4544 1.5040
C -0.2352 3.3768 2.5422
C -0.4261 4.7414 2.3458
C -0.7963 5.1931 1.1007
C -0.9982 4.3058 0.0151
C -1.4127 4.8050 -1.2414
C -1.6414 3.9600 -2.2949
C -1.4570 2.5812 -2.1188
C -1.0486 2.0775 -0.9080
C -0.7991 2.9102 0.1960
H 1.2764 0.9339 4.1273
H 0.6003 -0.7097 3.9921
H -0.4353 0.6656 4.4270
H 1.5244 0.8509 -0.2964
H 3.4905 1.6439 -1.5774
H 4.0343 0.5829 -3.7336
H 2.6940 -1.2703 -4.6389
H 0.7493 -2.1537 -3.3638
H 0.0506 3.0318 3.5291
H -0.2879 5.4360 3.1623
H -0.9509 6.2534 0.9402
H -1.5547 5.8723 -1.3567
H -1.9658 4.3500 -3.2495
H -1.6432 1.9065 -2.9457
H -0.9479 0.9973 -0.8276
*
```



No. 4
A cluster of 2 separate species, C29H23NO2S in total. Source: the Open Molecules 2025 dataset; level of theory: ωB97M-V/def2-TZVPD.

Properties
Energy: -1722.1808 Eh
Energy relative to the best compared isomer or geometry (same formula, charge and spin): 209.4 kJ/mol
Maximum force: 2.38 eV/Å
LUMO energy: -2.3820 eV
E_HOMO: -7.0154 eV

```
! wB97M-V def2-TZVPD RIJCOSX def2/J DEFGRID3
* xyz 0 1
C -3.6399 1.0449 0.3971
C -3.8552 0.5648 -0.9443
C -4.6120 -0.6202 -1.1878
C -4.6717 -1.1780 -2.4645
C -4.0513 -0.5344 -3.5447
C -3.4083 0.6936 -3.3451
C -3.3127 1.2442 -2.0709
C -2.5061 1.7913 0.7340
C -2.0839 2.0064 2.0432
C -0.8627 2.6640 2.4126
C -0.3633 2.5499 3.7407
C 0.8032 3.1980 4.1296
C 1.5158 3.9916 3.2149
C 1.0566 4.0918 1.8927
C -0.1065 3.4389 1.4891
H -4.2619 0.6320 1.2001
H -5.1426 -1.0756 -0.3468
H -5.2122 -2.1152 -2.6132
H -4.0713 -0.9900 -4.5332
H -2.9649 1.2156 -4.1932
H -2.8128 2.2052 -1.9215
H -1.8808 2.1836 -0.0745
H -2.6901 1.5967 2.8563
H -0.9115 1.9273 4.4506
H 1.1768 3.0887 5.1484
H 2.4204 4.5209 3.5257
H 1.6196 4.6830 1.1691
H -0.4546 3.5259 0.4586
C -8.1880 2.7460 -3.9171
C -8.9546 3.3267 -2.9004
C -8.7216 3.0109 -1.5602
C -7.7013 2.1089 -1.2440
S -7.4182 1.5355 0.4394
C -5.9759 2.3275 0.9578
C -5.8349 2.6535 2.3296
C -4.8912 3.6546 2.7008
C -4.8034 4.1033 4.0072
C -5.6139 3.5358 5.0026
C -5.5604 4.0157 6.3552
N -5.5393 4.4068 7.4588
C -6.4837 2.4822 4.6706
C -6.5816 2.0208 3.3726
O -8.6004 1.9964 1.1278
O -7.1728 0.1068 0.3552
C -6.9187 1.5611 -2.2508
C -7.1500 1.8701 -3.5862
H -8.3949 2.9749 -4.9628
H -9.7567 4.0204 -3.1480
H -9.3425 3.4294 -0.7712
H -5.5690 2.9961 0.2043
H -4.2608 4.0746 1.9107
H -4.1004 4.8981 4.2705
H -7.0873 2.0242 5.4573
H -7.2545 1.1887 3.1514
H -6.1429 0.8545 -1.9685
H -6.5292 1.4099 -4.3560
*
```



No. 5
A structure of composition C29H24BrIN8O2PtS2. Source: the Open Molecules 2025 dataset; level of theory: ωB97M-V/def2-TZVPD.

Properties
Energy: -5495.3851 Eh
Energy relative to the best compared isomer or geometry (same formula, charge and spin): 39.2 kJ/mol
Maximum force: 1.39 eV/Å
LUMO energy (alpha / beta): -1.0977 / -1.0989 eV
E_HOMO (alpha / beta): -7.2766 / -7.2815 eV

```
! wB97M-V def2-TZVPD RIJCOSX def2/J DEFGRID3
* xyz 0 1
Pt 0.8826 -2.1252 0.9581
N 0.7049 5.0211 3.7468
C 0.9381 3.6526 3.8194
C 2.2377 3.1500 3.6931
C 2.4630 1.7884 3.7006
C 1.3913 0.9135 3.8208
C 0.0996 1.3970 3.9575
C -0.1256 2.7612 3.9599
S 1.6866 -0.8164 3.8456
O 0.4151 -1.4616 4.0343
O 2.7640 -1.1028 4.7506
N 2.2000 -1.0744 2.2923
C 3.1832 -2.0253 2.0911
N 2.6786 -2.9744 1.2633
C 3.4589 -3.9448 0.8050
C 4.7715 -4.0004 1.2267
C 5.2045 -2.9931 2.0829
N 4.4364 -1.9936 2.5048
H 1.4874 5.6081 3.9859
H -0.1548 5.3358 4.1662
H 3.0692 3.8373 3.5904
H 3.4680 1.3948 3.6117
H -0.7190 0.6981 4.0623
H -1.1354 3.1428 4.0543
H 3.0136 -4.6564 0.1223
H 5.4362 -4.7817 0.8926
H 6.2321 -2.9766 2.4289
S -0.2672 -3.6523 -0.2767
C -1.7643 -2.7320 -0.3555
N -2.8122 -3.2611 -0.8877
N -3.9856 -2.6212 -1.0519
C -4.2033 -1.2742 -1.4796
C -5.3262 -0.6182 -1.0017
C -5.6083 0.6769 -1.4244
C -4.7630 1.3189 -2.3126
C -3.6424 0.6498 -2.7982
C -3.3663 -0.6424 -2.3961
N -1.8042 -1.4323 0.1367
N -0.7749 -1.0038 0.6930
C -0.8374 0.3964 1.0370
C 0.3499 1.1066 1.1308
C 0.3063 2.4700 1.3808
C -0.9107 3.1113 1.5475
C -2.0943 2.3863 1.4612
C -2.0664 1.0286 1.1999
H -4.6802 -3.2703 -1.3824
H -5.9669 -1.1169 -0.2851
H -6.4862 1.1827 -1.0435
H -4.9722 2.3317 -2.6310
H -2.9800 1.1389 -3.5012
H -2.4950 -1.1571 -2.7802
H 1.2963 0.5983 1.0121
H 1.2315 3.0260 1.4546
H -0.9381 4.1730 1.7563
H -3.0477 2.8814 1.5922
H -2.9825 0.4608 1.1124
Br -0.7127 -2.7668 -4.5139
C 0.4740 -1.5067 -5.2780
C 0.4127 -1.3132 -6.6520
C 1.2675 -0.4127 -7.2640
C 2.1865 0.2956 -6.5041
C 2.2457 0.1031 -5.1339
C 1.3903 -0.7981 -4.5080
I 1.5137 -1.0444 -2.4397
H -0.3061 -1.8740 -7.2329
H 1.2140 -0.2681 -8.3348
H 2.8591 1.0002 -6.9749
H 2.9590 0.6552 -4.5375
*
```



No. 6
A structure of composition C29H24BrN9O2Zn. Source: the Open Molecules 2025 dataset; level of theory: ωB97M-V/def2-TZVPD.

Properties
Energy: -6115.8020 Eh
Energy relative to the best compared isomer or geometry (same formula, charge and spin): 0.0 kJ/mol
Maximum force: 0.32 eV/Å
LUMO energy: -6.0010 eV
E_HOMO: -12.6567 eV

```
! wB97M-V def2-TZVPD RIJCOSX def2/J DEFGRID3
* xyz 2 1
Zn 0.3656 -0.2878 -0.8399
N -2.8238 0.6190 -1.7134
C -2.0498 1.6452 -1.3377
N -2.5664 2.8572 -1.4021
C -1.7728 3.8519 -1.0004
N -2.2330 5.0913 -1.0735
N -0.5061 3.6908 -0.5260
C -0.0870 2.4614 -0.5046
N -0.7884 1.3757 -0.8999
C 1.2976 2.2180 0.0204
C 2.0614 3.2531 0.5178
C 3.3251 2.9672 1.0156
C 3.7802 1.6601 1.0017
C 2.9581 0.6764 0.4817
N 1.7442 0.9482 -0.0019
H -3.7534 0.8149 -2.0459
H -2.5015 -0.3317 -1.6966
H -3.1647 5.2546 -1.4183
H -1.6601 5.8642 -0.7808
H 1.6576 4.2544 0.5110
H 3.9456 3.7588 1.4145
H 4.7551 1.3979 1.3873
H 3.2700 -0.3604 0.4532
C 2.0611 -2.9685 -1.1674
O 1.1023 -2.2311 -0.3802
C 0.8902 -2.6817 0.9222
C 1.5200 -3.7749 1.4748
C 1.1803 -4.1431 2.7758
Br 2.0178 -5.6455 3.5314
C 0.2481 -3.4372 3.5050
C -0.3732 -2.3197 2.9428
C -0.0444 -1.9641 1.6491
O -0.6658 -0.9100 0.9802
C -1.4166 -1.6110 3.6998
N -2.1951 -2.1886 4.5546
C -3.0438 -1.1864 5.0166
C -4.0694 -1.2618 5.9584
C -4.7459 -0.0981 6.2570
C -4.4193 1.1191 5.6358
C -3.4141 1.2068 4.6937
C -2.7422 0.0266 4.3980
N -1.7101 -0.2645 3.5061
H 3.0276 -2.9754 -0.6670
H 2.1373 -2.4582 -2.1198
H 1.7057 -3.9854 -1.3194
H 2.2449 -4.3598 0.9294
H -0.0298 -3.7288 4.5087
H -1.5058 -0.6987 1.4266
H -4.3062 -2.2049 6.4319
H -5.5426 -0.1153 6.9879
H -4.9715 2.0102 5.9028
H -3.1721 2.1493 4.2194
H -1.0266 0.4224 3.2270
N 0.8332 -0.4149 -2.8121
C 1.2030 -0.3578 -3.8987
C 1.6644 -0.2965 -5.2473
C 2.6899 0.5894 -5.5859
C 3.1286 0.6330 -6.8938
C 2.5510 -0.1973 -7.8480
C 1.5309 -1.0776 -7.5057
C 1.0799 -1.1347 -6.2018
H 3.1276 1.2298 -4.8313
H 3.9209 1.3128 -7.1743
H 2.9006 -0.1581 -8.8711
H 1.0894 -1.7176 -8.2566
H 0.2860 -1.8125 -5.9164
*
```



Copy entry 6 word for word.
A structure of composition C29H24BrN9O2Zn. Source: the Open Molecules 2025 dataset; level of theory: ωB97M-V/def2-TZVPD.

Properties
Energy: -6115.8020 Eh
Energy relative to the best compared isomer or geometry (same formula, charge and spin): 0.0 kJ/mol
Maximum force: 0.32 eV/Å
LUMO energy: -6.0010 eV
E_HOMO: -12.6567 eV

```
! wB97M-V def2-TZVPD RIJCOSX def2/J DEFGRID3
* xyz 2 1
Zn 0.3656 -0.2878 -0.8399
N -2.8238 0.6190 -1.7134
C -2.0498 1.6452 -1.3377
N -2.5664 2.8572 -1.4021
C -1.7728 3.8519 -1.0004
N -2.2330 5.0913 -1.0735
N -0.5061 3.6908 -0.5260
C -0.0870 2.4614 -0.5046
N -0.7884 1.3757 -0.8999
C 1.2976 2.2180 0.0204
C 2.0614 3.2531 0.5178
C 3.3251 2.9672 1.0156
C 3.7802 1.6601 1.0017
C 2.9581 0.6764 0.4817
N 1.7442 0.9482 -0.0019
H -3.7534 0.8149 -2.0459
H -2.5015 -0.3317 -1.6966
H -3.1647 5.2546 -1.4183
H -1.6601 5.8642 -0.7808
H 1.6576 4.2544 0.5110
H 3.9456 3.7588 1.4145
H 4.7551 1.3979 1.3873
H 3.2700 -0.3604 0.4532
C 2.0611 -2.9685 -1.1674
O 1.1023 -2.2311 -0.3802
C 0.8902 -2.6817 0.9222
C 1.5200 -3.7749 1.4748
C 1.1803 -4.1431 2.7758
Br 2.0178 -5.6455 3.5314
C 0.2481 -3.4372 3.5050
C -0.3732 -2.3197 2.9428
C -0.0444 -1.9641 1.6491
O -0.6658 -0.9100 0.9802
C -1.4166 -1.6110 3.6998
N -2.1951 -2.1886 4.5546
C -3.0438 -1.1864 5.0166
C -4.0694 -1.2618 5.9584
C -4.7459 -0.0981 6.2570
C -4.4193 1.1191 5.6358
C -3.4141 1.2068 4.6937
C -2.7422 0.0266 4.3980
N -1.7101 -0.2645 3.5061
H 3.0276 -2.9754 -0.6670
H 2.1373 -2.4582 -2.1198
H 1.7057 -3.9854 -1.3194
H 2.2449 -4.3598 0.9294
H -0.0298 -3.7288 4.5087
H -1.5058 -0.6987 1.4266
H -4.3062 -2.2049 6.4319
H -5.5426 -0.1153 6.9879
H -4.9715 2.0102 5.9028
H -3.1721 2.1493 4.2194
H -1.0266 0.4224 3.2270
N 0.8332 -0.4149 -2.8121
C 1.2030 -0.3578 -3.8987
C 1.6644 -0.2965 -5.2473
C 2.6899 0.5894 -5.5859
C 3.1286 0.6330 -6.8938
C 2.5510 -0.1973 -7.8480
C 1.5309 -1.0776 -7.5057
C 1.0799 -1.1347 -6.2018
H 3.1276 1.2298 -4.8313
H 3.9209 1.3128 -7.1743
H 2.9006 -0.1581 -8.8711
H 1.0894 -1.7176 -8.2566
H 0.2860 -1.8125 -5.9164
*
```



Number 3 is which compound?
C29H23GeN3O2W